Molecular formula: C3H4NO
Method: DFT, the ωB97M-V functional and the def2-TZVPD basis

Atoms and positions in Å:
C: 0.843 -1.401 0.817
C: 0.329 -0.648 -0.332
C: -0.116 0.352 0.701
N: 0.566 -2.190 1.721
O: 0.654 -0.348 1.729
H: 1.076 -0.301 -1.151
H: -0.633 -1.169 -0.764
H: 0.572 1.350 0.642
H: -1.168 0.573 0.896

Relative energy (zero: lowest compared OMol25 entry of this formula, charge and spin) = 548.5 kJ/mol
Energy = -246.1832 a.u.
Kohn-Sham gap (alpha / beta) = 0.33610 / 0.33613 Ha
LUMO (alpha / beta) = -8.43 / -8.43 eV
E_HOMO (alpha / beta) = -17.6 / -17.6 eV
Net charge = +1